Entry 1:
One molecule with the formula C5H7N5O2 at a distorted geometry, computed with wB97M-V/def2-TZVPD.

Geometry (Å):
C (2.58, -1.13, 1.05)
C (-0.50, 0.31, 2.04)
C (-1.96, 0.01, 0.24)
C (-0.72, 0.14, -0.68)
C (-1.09, 0.65, -2.05)
N (3.39, -0.25, 0.50)
N (1.27, -0.89, 0.76)
N (2.62, 0.67, 0.03)
N (1.38, 0.27, 0.15)
N (0.33, 0.98, -0.21)
O (0.24, 0.41, 2.95)
O (-1.57, -0.14, 1.62)
H (2.95, -2.16, 1.27)
H (-2.63, 0.80, 0.19)
H (-2.52, -0.95, 0.04)
H (-0.41, -0.98, -0.75)
H (-0.11, 0.45, -2.68)
H (-1.23, 1.71, -2.05)
H (-2.00, 0.09, -2.41)

Properties
- Spin multiplicity: 1
- Calculated total energy: -16838.03501 eV
- Energy relative to the best compared isomer or geometry (same formula, charge and spin): 655.3 kJ/mol
- HOMO energy (alpha / beta): -0.3061 / -0.3063 Eh
- Molar mass: 169.1 g mol⁻¹
- Orbital gap (alpha / beta): 7.4938 / 7.5064 eV
- Max |F|: 3.77 eV Å⁻¹
- Total charge: 0

=====

Entry 2:
C31H29BrN4O6ReS as an isolated structure at a distorted geometry, computed with wB97M-V/def2-TZVPD.

Geometry (Å):
Re (0.44, 0.20, 0.30)
C (1.76, -0.90, 3.25)
C (0.27, -0.87, 3.22)
C (-0.45, -1.52, 4.21)
C (-1.82, -1.48, 4.23)
C (-2.49, -0.74, 3.27)
C (-1.74, -0.10, 2.31)
N (-0.38, -0.20, 2.24)
C (-2.33, 0.77, 1.28)
C (-3.59, 1.31, 1.27)
C (-3.91, 2.23, 0.28)
C (-2.93, 2.67, -0.61)
C (-1.67, 2.11, -0.52)
N (-1.43, 1.11, 0.35)
C (-0.43, 2.64, -1.13)
C (-0.44, 3.56, -2.14)
C (0.77, 4.13, -2.53)
C (1.91, 3.78, -1.84)
C (1.87, 2.82, -0.83)
C (3.14, 2.53, -0.08)
N (0.71, 2.20, -0.52)
H (2.10, -0.76, 4.27)
H (2.13, -1.88, 2.92)
H (2.20, -0.13, 2.63)
H (0.10, -2.06, 4.98)
H (-2.38, -2.01, 5.00)
H (-3.56, -0.66, 3.27)
H (-4.31, 1.05, 2.03)
H (-4.90, 2.67, 0.24)
H (-3.13, 3.46, -1.31)
H (-1.37, 3.85, -2.62)
H (0.81, 4.87, -3.32)
H (2.85, 4.25, -2.07)
H (3.76, 3.42, -0.09)
H (2.94, 2.24, 0.95)
H (3.70, 1.73, -0.56)
O (4.85, -4.16, -0.10)
C (3.99, -3.34, -0.05)
C (2.46, -3.63, 0.05)
O (1.89, -4.67, -0.05)
C (1.85, -2.27, 0.23)
C (2.80, -1.30, 0.16)
O (2.32, -0.07, 0.30)
C (4.17, -1.79, -0.06)
O (5.18, -1.17, -0.24)
O (0.63, -1.91, 0.40)
Br (-5.74, -1.49, -2.21)
C (-4.35, -2.11, -1.12)
C (-4.46, -3.30, -0.41)
C (-3.38, -3.70, 0.36)
C (-2.24, -2.91, 0.39)
N (-2.13, -1.76, -0.28)
C (-3.18, -1.38, -1.02)
H (-5.37, -3.89, -0.45)
H (-3.42, -4.62, 0.93)
H (-1.37, -3.20, 0.96)
H (-3.10, -0.44, -1.56)
C (-1.06, 0.00, -5.25)
C (0.12, -0.02, -4.28)
S (-0.40, -0.71, -2.72)
O (0.67, -0.13, -1.72)
C (0.02, -2.44, -2.90)
C (1.49, -2.72, -3.19)
H (-0.73, 0.37, -6.22)
H (-1.86, 0.66, -4.90)
H (-1.48, -0.99, -5.41)
H (0.48, 0.98, -4.04)
H (0.95, -0.61, -4.67)
H (-0.65, -2.80, -3.69)
H (-0.31, -2.88, -1.96)
H (1.72, -2.64, -4.25)
H (1.72, -3.74, -2.88)
H (2.14, -2.04, -2.65)

Properties
- Spin multiplicity: 2
- Calculated total energy: -133856.38398 eV
- Energy relative to the best compared isomer or geometry (same formula, charge and spin): 122.2 kJ/mol
- HOMO energy (alpha / beta): -0.5079 / -0.5088 Eh
- Molar mass: 851.8 g mol⁻¹
- Orbital gap (alpha / beta): 5.9991 / 6.2560 eV
- Max |F|: 1.76 eV Å⁻¹
- Total charge: +2

=====

Entry 3:
An isolated ion of composition C3H6BrN2 and charge +1 at a distorted geometry, computed with wB97M-V/def2-TZVPD.

Geometry (Å):
C (0.33, 1.39, -0.27)
C (-1.21, -0.18, 0.65)
C (1.21, 0.29, -0.74)
N (-0.74, 1.14, 0.36)
N (-0.27, -1.08, 0.01)
Br (2.67, -0.29, 0.12)
H (0.61, 2.42, -0.40)
H (-1.35, -0.34, 1.76)
H (-2.21, -0.05, 0.13)
H (1.10, -0.08, -1.68)
H (0.43, -1.52, 0.73)
H (-0.57, -1.70, -0.67)

Properties
- Spin multiplicity: 1
- Calculated total energy: -76221.04439 eV
- Energy relative to the best compared isomer or geometry (same formula, charge and spin): 258.9 kJ/mol
- HOMO energy: -0.5436 Eh
- Molar mass: 150.0 g mol⁻¹
- Orbital gap: 8.9676 eV
- Max |F|: 4.81 eV Å⁻¹
- Total charge: +1

=====

Entry 4:
One molecule with the formula C4H6N2, computed with wB97M-V/def2-TZVPD.

Geometry (Å):
C (0.53, 1.03, 1.30)
C (0.07, 0.14, 0.19)
C (-1.17, -0.19, -0.30)
C (-0.91, -1.03, -1.41)
N (0.39, -1.22, -1.59)
N (0.97, -0.48, -0.61)
H (1.36, 0.59, 1.86)
H (0.87, 2.00, 0.90)
H (-0.28, 1.23, 2.00)
H (-2.13, 0.11, 0.10)
H (-1.62, -1.49, -2.09)
H (1.92, -0.69, -0.35)

Properties
- Spin multiplicity: 1
- Calculated total energy: -7225.05891 eV
- Energy relative to the best compared isomer or geometry (same formula, charge and spin): 51.3 kJ/mol
- HOMO energy: -0.3344 Eh
- SMILES string: Cc1ccn[nH]1
- Molar mass: 82.1 g mol⁻¹
- Orbital gap: 10.0673 eV
- Max |F|: 0.49 eV Å⁻¹
- Total charge: 0

=====

Entry 5:
C40H49Cl2CrFN6O5P2S as an isolated structure, computed with wB97M-V/def2-TZVPD.

Geometry (Å):
Cr (0.57, -0.60, 0.24)
C (3.24, 1.13, 2.21)
P (1.92, -0.11, 2.35)
C (0.80, 0.84, 3.45)
N (1.25, 1.16, 4.63)
C (0.44, 1.85, 5.46)
C (0.89, 2.21, 6.75)
C (0.05, 2.88, 7.59)
C (-1.27, 3.21, 7.19)
C (-1.72, 2.88, 5.94)
C (-0.87, 2.20, 5.05)
N (-1.29, 1.93, 3.79)
C (-0.47, 1.28, 3.00)
P (-1.05, 0.98, 1.29)
C (-2.78, 0.50, 1.57)
C (-1.17, 2.66, 0.49)
C (-1.93, 2.49, -0.83)
C (0.24, 3.17, 0.23)
C (-1.93, 3.67, 1.35)
C (2.73, -1.49, 3.34)
C (3.11, -1.06, 4.75)
C (4.01, -1.86, 2.57)
C (1.83, -2.72, 3.43)
H (3.52, 1.43, 3.22)
H (2.86, 2.00, 1.67)
H (4.10, 0.75, 1.67)
H (1.89, 1.94, 7.03)
H (0.38, 3.15, 8.58)
H (-1.92, 3.73, 7.88)
H (-2.72, 3.13, 5.61)
H (-3.32, 1.40, 1.86)
H (-2.82, -0.22, 2.38)
H (-3.23, 0.06, 0.68)
H (-1.36, 1.91, -1.56)
H (-2.10, 3.48, -1.25)
H (-2.90, 2.02, -0.69)
H (0.85, 2.45, -0.31)
H (0.74, 3.42, 1.17)
H (0.19, 4.08, -0.37)
H (-3.00, 3.50, 1.33)
H (-1.76, 4.66, 0.93)
H (-1.61, 3.68, 2.39)
H (3.69, -0.14, 4.77)
H (3.72, -1.85, 5.18)
H (2.24, -0.92, 5.39)
H (4.78, -1.11, 2.68)
H (3.84, -2.03, 1.51)
H (4.40, -2.79, 2.99)
H (0.88, -2.49, 3.91)
H (2.35, -3.47, 4.03)
H (1.63, -3.15, 2.44)
Cl (1.72, -2.60, -0.47)
C (3.31, -2.14, -1.03)
C (4.21, -3.15, -1.32)
C (5.48, -2.79, -1.73)
C (5.83, -1.45, -1.82)
C (4.90, -0.47, -1.52)
Cl (5.37, 1.19, -1.64)
C (3.59, -0.78, -1.12)
S (2.42, 0.48, -0.81)
H (3.92, -4.19, -1.22)
H (6.21, -3.55, -1.97)
H (6.82, -1.16, -2.13)
F (-1.60, -6.08, -1.90)
C (-2.29, -5.21, -1.16)
C (-1.89, -4.86, 0.07)
N (-2.60, -3.97, 0.84)
C (-2.05, -3.45, 2.08)
C (-1.13, -2.24, 1.88)
O (-0.76, -1.59, 2.84)
O (-0.76, -2.02, 0.67)
C (-3.74, -3.35, 0.36)
O (-4.33, -2.49, 0.97)
N (-4.15, -3.77, -0.89)
C (-3.50, -4.65, -1.76)
O (-3.93, -4.86, -2.86)
H (-0.99, -5.26, 0.50)
H (-1.48, -4.24, 2.57)
H (-2.86, -3.15, 2.74)
H (-5.01, -3.35, -1.22)
C (-3.14, 2.30, -6.16)
C (-1.97, 2.52, -5.21)
N (-0.72, 1.97, -5.71)
C (-0.08, 2.65, -6.84)
C (-0.12, 1.82, -8.11)
C (-0.03, 0.98, -5.12)
O (1.10, 0.65, -5.45)
C (-0.69, 0.20, -4.01)
C (-1.81, -0.58, -4.20)
C (-2.26, -1.36, -3.14)
C (-1.57, -1.31, -1.94)
N (-0.48, -0.57, -1.74)
C (-0.05, 0.16, -2.78)
H (-4.05, 2.72, -5.75)
H (-3.30, 1.24, -6.35)
H (-2.96, 2.78, -7.12)
H (-2.18, 2.07, -4.24)
H (-1.82, 3.59, -5.05)
H (0.96, 2.86, -6.56)
H (-0.60, 3.60, -6.98)
H (0.44, 0.90, -7.98)
H (0.32, 2.37, -8.93)
H (-1.14, 1.57, -8.38)
H (-2.32, -0.60, -5.15)
H (-3.12, -2.00, -3.25)
H (-1.89, -1.91, -1.10)
H (0.86, 0.73, -2.63)

Properties
- Spin multiplicity: 4
- Calculated total energy: -147050.27339 eV
- Energy relative to the best compared isomer or geometry (same formula, charge and spin): 21.7 kJ/mol
- HOMO energy (alpha / beta): -0.3868 / -0.3900 Eh
- Molar mass: 929.8 g mol⁻¹
- Orbital gap (alpha / beta): 7.1382 / 7.4407 eV
- Max |F|: 0.62 eV Å⁻¹
- Total charge: +1

=====

Entry 6:
CHO3Sm as an isolated structure at a distorted geometry, computed with wB97M-V/def2-TZVPD.

Geometry (Å):
Sm (-1.22, 1.85, -1.01)
O (0.62, 0.45, -1.06)
H (1.50, 0.52, -0.69)
O (0.58, -1.49, 1.38)
C (-0.21, -0.91, 0.75)
O (-1.29, -0.42, 0.62)

Properties
- Spin multiplicity: 8
- Calculated total energy: -25098.23724 eV
- HOMO energy (alpha / beta): -0.1907 / -0.3721 Eh
- Molar mass: 211.4 g mol⁻¹
- Orbital gap (alpha / beta): 5.3089 / 10.0507 eV
- Max |F|: 2.94 eV Å⁻¹
- Total charge: 0

=====

Entry 7:
A 13-piece molecular cluster, H28NO12 overall at a distorted geometry, computed with wB97M-V/def2-TZVPD.

Geometry (Å):
N (0.39, -0.54, 0.13)
H (0.54, -1.17, 1.02)
H (0.36, 0.52, 0.18)
H (-0.57, -0.76, -0.24)
H (1.10, -0.71, -0.60)
O (-1.49, -0.61, 2.77)
H (-1.55, -1.29, 3.51)
H (-2.02, -0.83, 2.05)
O (0.66, 2.53, 1.79)
H (0.96, 2.65, 0.76)
H (-0.26, 2.47, 1.81)
O (3.04, 1.58, 0.42)
H (3.74, 1.89, 0.95)
H (2.96, 2.13, -0.38)
O (-2.64, -0.99, 0.65)
H (-3.33, -1.72, 0.43)
H (-3.25, -0.22, 0.89)
O (3.93, -1.06, 0.87)
H (3.55, -0.16, 0.92)
H (4.71, -1.15, 1.55)
O (-2.22, 1.95, 0.19)
H (-2.32, 2.92, -0.04)
H (-3.16, 1.79, 0.64)
O (0.51, -0.99, -3.01)
H (1.37, -1.08, -3.36)
H (-0.02, -1.51, -3.57)
O (2.13, -2.44, 2.26)
H (2.68, -1.81, 1.85)
H (2.20, -3.34, 2.12)
O (-1.10, -3.28, -0.35)
H (-0.35, -3.74, -0.29)
H (-1.40, -3.47, 0.54)
O (-2.56, 0.03, -2.00)
H (-3.38, -0.01, -2.40)
H (-2.88, -0.66, -1.38)
O (-0.59, 1.33, -2.63)
H (-1.31, 1.26, -1.96)
H (-0.02, 0.53, -2.69)
O (0.96, 3.21, -1.01)
H (0.18, 2.66, -1.13)
H (0.49, 4.10, -1.26)

Properties
- Spin multiplicity: 1
- Calculated total energy: -26506.89536 eV
- Energy relative to the best compared isomer or geometry (same formula, charge and spin): 275.7 kJ/mol
- HOMO energy: -0.4864 Eh
- Molar mass: 234.2 g mol⁻¹
- Orbital gap: 9.9862 eV
- Max |F|: 5.81 eV Å⁻¹
- Total charge: +1

=====

Entry 8:
C21H33Cl2N7O5S2Y as an isolated structure at a distorted geometry, computed with wB97M-V/def2-TZVPD.

Geometry (Å):
Y (0.58, 0.78, -0.06)
C (-2.67, 0.30, 4.61)
N (-1.70, 0.94, 3.73)
C (-1.63, 2.40, 3.78)
C (-0.92, 0.25, 2.90)
O (-0.06, 0.80, 2.20)
C (-1.09, -1.26, 2.89)
O (-0.48, -1.86, 1.78)
C (-1.37, -2.42, 0.84)
C (-1.94, -1.36, -0.10)
O (-1.61, -0.17, 0.06)
N (-2.81, -1.76, -1.01)
C (-2.97, -3.17, -1.32)
C (-3.30, -0.81, -2.01)
H (-3.57, 0.00, 4.07)
H (-2.96, 1.02, 5.37)
H (-2.24, -0.56, 5.12)
H (-2.64, 2.80, 3.73)
H (-1.06, 2.77, 2.93)
H (-1.17, 2.72, 4.72)
H (-2.16, -1.52, 2.95)
H (-0.62, -1.64, 3.80)
H (-2.18, -2.95, 1.34)
H (-0.81, -3.15, 0.25)
H (-3.22, -3.75, -0.43)
H (-2.07, -3.57, -1.78)
H (-3.80, -3.27, -2.02)
H (-3.16, 0.21, -1.65)
H (-4.36, -1.00, -2.18)
H (-2.75, -0.94, -2.94)
C (-3.91, 4.34, -0.53)
S (-3.49, 3.26, -1.90)
C (-1.88, 2.65, -1.50)
S (-1.12, 3.03, 0.01)
N (-1.45, 1.92, -2.49)
N (-0.19, 1.37, -2.24)
C (0.37, 0.85, -3.26)
C (1.75, 0.34, -3.17)
C (2.33, -0.28, -4.26)
C (3.66, -0.67, -4.17)
C (4.35, -0.40, -3.00)
C (3.68, 0.21, -1.95)
N (2.40, 0.57, -2.02)
H (-4.67, 5.02, -0.91)
H (-3.05, 4.92, -0.21)
H (-4.31, 3.78, 0.31)
H (-0.15, 0.84, -4.22)
H (1.75, -0.45, -5.16)
H (4.15, -1.15, -5.00)
H (5.40, -0.66, -2.89)
H (4.19, 0.42, -1.01)
C (3.91, -2.27, 1.29)
C (2.79, -1.47, 0.71)
N (2.52, -0.26, 1.07)
O (3.37, 0.24, 2.04)
C (1.95, -2.10, -0.33)
C (2.26, -3.46, -0.87)
N (0.95, -1.39, -0.76)
O (0.14, -1.82, -1.67)
H (4.46, -1.73, 2.05)
H (4.59, -2.56, 0.49)
H (3.51, -3.19, 1.71)
H (3.01, 1.12, 2.23)
H (3.28, -3.53, -1.25)
H (1.57, -3.68, -1.68)
H (2.15, -4.24, -0.10)
Cl (2.44, 3.28, -0.80)
C (2.10, 4.29, 0.61)
Cl (1.71, 3.26, 2.02)
H (1.22, 4.88, 0.40)
H (2.98, 4.87, 0.84)

Properties
- Spin multiplicity: 1
- Calculated total energy: -90736.04196 eV
- Energy relative to the best compared isomer or geometry (same formula, charge and spin): 117.0 kJ/mol
- HOMO energy: -0.3745 Eh
- Molar mass: 687.5 g mol⁻¹
- Orbital gap: 7.2921 eV
- Max |F|: 1.14 eV Å⁻¹
- Total charge: +1

=====

Look up the calculated total energy of the eighth one. -90736.04196 eV